1.
The following is a quantum chemistry calculation of a 11-piece molecular cluster, H22O11 overall, from the Open Molecules 2025 dataset.

Each line ends with the Löwdin charge.
Positions of all 33 atoms, in Å:
O (2.131057, -1.454325, -2.214407)  -0.047
O (-0.064573, -0.243055, -3.222907)  -0.051
O (-1.005243, -1.767035, -0.464407)  -0.023
O (-0.350933, 0.819885, 3.588843)  -0.037
O (-3.008493, 0.168825, -2.191547)  -0.064
O (-0.645983, 2.552265, -1.793837)  -0.051
O (-0.031483, 0.710065, 0.053223)  -0.038
O (1.885407, -2.400335, 0.325213)  -0.044
O (0.511067, -1.752715, 2.913463)  -0.048
O (-1.837803, 2.682315, 1.965163)  -0.027
O (2.653467, 0.714445, -0.408587)  -0.060
H (2.515137, -2.217075, -2.646757)  0.070
H (2.605617, -0.234995, -0.520397)  -0.024
H (2.674157, -2.111965, 0.784503)  0.063
H (-1.465593, 3.560915, 2.041093)  0.062
H (-2.362243, 2.712195, 1.164983)  0.059
H (-0.848803, 1.464445, 3.085953)  -0.008
H (-2.352493, -0.501885, -2.381377)  -0.006
H (-0.538133, 3.397945, -1.358597)  0.033
H (-0.956253, -2.577625, -0.971147)  0.075
H (-0.438853, 0.830345, 0.911023)  0.046
H (-0.398113, 1.907825, -1.130887)  -0.037
H (0.354457, 0.614385, -3.149117)  0.030
H (-1.735723, -1.904785, 0.138643)  0.073
H (1.190887, -2.342305, 0.981343)  0.007
H (0.558977, -0.850005, -2.824127)  -0.027
H (-0.653843, 0.932495, 4.489843)  0.059
H (-0.373603, -0.127375, -0.259617)  0.011
H (-2.501403, 0.969805, -2.059147)  -0.003
H (0.171047, -0.858875, 2.872453)  -0.013
H (1.745677, -1.802875, -1.410527)  -0.009
H (0.798737, -1.858675, 3.820243)  0.045
H (1.773877, 0.967745, -0.128597)  -0.017

Force components x, y, z for each atom (eV/Å):
O 0.10 0.08 -0.62
O -1.01 0.07 -0.16
O 0.02 -0.09 0.12
O 0.29 -0.21 0.04
O -0.66 -0.12 0.32
O -0.48 0.53 -0.68
O 0.00 0.59 0.48
O 0.09 -0.24 -0.44
O 0.12 -0.71 -0.46
O 0.16 -0.16 0.21
O 0.80 0.38 0.15
H 0.15 -0.18 -0.18
H 0.00 -0.04 -0.22
H 0.24 0.07 0.18
H 0.16 0.28 0.07
H -0.23 -0.16 -0.30
H -0.40 0.44 -0.36
H 0.44 0.01 -0.20
H 0.08 0.25 -0.08
H 0.14 -0.16 -0.27
H -0.09 0.23 0.31
H 0.26 -0.58 0.53
H 0.08 0.32 0.01
H -0.32 0.00 0.19
H -0.38 0.13 0.53
H 0.66 -0.13 -0.04
H -0.04 -0.08 0.25
H -0.14 -0.84 -0.51
H 0.34 0.30 -0.16
H -0.15 0.60 0.23
H -0.01 -0.44 0.86
H 0.09 -0.06 0.14
H -0.30 -0.09 0.08

## Properties
Energy (Ha): -840.84978
F_max (eV Å⁻¹): 1.03
E_HOMO (eV): -10.3
SMILES string: O.O.O.O.O.O.O.O.O.O.O

***

2.
The following is a quantum chemistry calculation of C33H35BrF5NO2S4TaTe as an isolated structure, from the Open Molecules 2025 dataset.

Each line ends with the Löwdin charge.
Positions of all 83 atoms, in Å:
Ta (-1.098185, -0.320737, 0.516761)  1.279
Te (1.550839, -1.061726, 2.686743)  1.921
Br (-4.021314, 2.041875, 1.616645)  0.846
S (-1.880394, -0.457144, 2.807299)  0.629
S (-0.418757, -1.740216, -1.842035)  0.968
S (0.806579, 2.111014, 0.999482)  1.042
S (-3.027947, -1.122158, -0.409598)  0.727
F (0.487063, -2.446668, 3.448000)  -0.491
F (2.657992, -2.464685, 2.167829)  -0.400
F (3.157483, -0.018420, 2.344304)  -0.473
F (2.115200, -0.888519, 4.442859)  -0.380
F (-0.449116, -2.119532, 0.894692)  -0.559
O (-1.689564, 1.335153, -0.185078)  -0.477
O (-0.609333, 1.828670, 2.967230)  -0.187
N (1.833987, -0.352312, -0.442764)  0.058
C (2.188092, -1.473472, -1.102598)  -0.332
C (1.270846, 2.273961, 5.141322)  -0.051
C (-0.549243, 0.583660, 4.992936)  -0.088
C (-2.698046, -2.812022, -0.812089)  -0.611
C (-3.601041, -3.816577, -0.514407)  -0.075
C (0.321394, 4.005862, -2.740282)  -0.028
C (-4.228171, 6.243384, -1.653275)  -0.553
C (1.141978, -2.519642, -1.353357)  -0.354
C (-5.227900, 6.718468, -0.598674)  -0.061
C (0.299331, 1.528384, 5.695797)  -0.052
C (-3.999726, 4.158725, -0.189077)  -0.067
C (-1.373594, 2.799121, -4.156382)  -0.028
C (-0.026025, 1.572703, -2.519394)  -0.088
C (-0.738037, 2.892441, -2.759005)  -0.525
C (-0.904133, 0.693832, 3.710467)  -0.740
C (-2.504968, 4.427857, -1.995758)  0.014
C (-1.263041, -4.388805, -1.928357)  -0.069
C (-3.323885, -5.116550, -0.915621)  -0.049
C (-2.163973, -5.400268, -1.617388)  -0.047
C (4.455452, -0.763478, -1.314004)  -0.005
C (1.612440, 2.299820, 3.729901)  -0.060
C (4.095147, 0.401140, -0.674715)  -0.004
C (-1.840681, 3.225770, -1.742186)  -0.069
C (3.474667, -1.713333, -1.546183)  0.004
C (0.745212, 2.015353, 2.760654)  -0.617
C (-4.970234, 6.031628, -2.980130)  -0.035
C (-2.288870, 2.489338, -0.630700)  -0.283
C (-3.369305, 2.967917, 0.121332)  -0.568
C (-3.564757, 4.926713, -1.255868)  -0.148
C (-1.527025, -3.095420, -1.517457)  -0.522
C (2.782528, 0.572041, -0.252983)  -0.353
C (2.477629, 1.905942, 0.389292)  -0.374
C (-3.163078, 7.333548, -1.831950)  -0.042
H (1.919926, 2.839583, 5.796707)  0.116
H (-5.469272, 6.953674, -3.283166)  0.091
H (1.138520, 3.744998, -3.416067)  0.092
H (3.698821, -2.637357, -2.059854)  0.126
H (-2.175851, 5.001245, -2.849772)  0.101
H (-2.581741, 7.469818, -0.918593)  0.094
H (2.626482, 2.554228, 3.449019)  0.123
H (-0.368411, -4.621030, -2.489850)  0.114
H (-0.716809, 0.739877, -2.624405)  0.034
H (1.479141, -3.174572, -2.153417)  0.090
H (-4.020890, -5.907729, -0.677393)  0.117
H (2.580885, 2.673969, -0.381940)  0.092
H (0.731223, 4.134478, -1.735206)  0.083
H (-6.069024, 6.031367, -0.494290)  0.087
H (-1.843554, 3.732902, -4.459975)  0.080
H (-0.888196, -0.292767, 5.531385)  0.129
H (4.818332, 1.183010, -0.486833)  0.133
H (0.212040, 1.531661, 6.774665)  0.117
H (0.440958, 1.522776, -1.539374)  0.018
H (-0.606084, 2.556964, -4.894068)  0.093
H (-3.644551, 8.282737, -2.071524)  0.090
H (5.474057, -0.929083, -1.636694)  0.125
H (-2.472348, 7.107255, -2.644713)  0.076
H (-4.825253, 4.474542, 0.430479)  0.096
H (0.953104, -3.115179, -0.460779)  0.095
H (-5.725815, 5.250121, -2.886625)  0.093
H (-4.507570, -3.590115, 0.030052)  0.118
H (-4.757474, 6.841695, 0.378457)  0.093
H (-2.133226, 2.016185, -4.183471)  0.098
H (3.209423, 2.125211, 1.163020)  0.093
H (-4.283427, 5.744355, -3.778266)  0.081
H (-5.635197, 7.685044, -0.896075)  0.090
H (-1.955991, -6.414274, -1.929372)  0.116
H (0.760418, 1.441564, -3.266246)  0.103
H (-0.072637, 4.969131, -3.059388)  0.083

Force components x, y, z for each atom (eV/Å):
Ta 0.45 0.38 -1.03
Te 0.48 -0.59 0.97
Br -0.06 -0.17 0.09
S 0.05 0.00 0.03
S 0.14 -0.03 -0.06
S 0.01 -0.35 -0.03
S -1.11 -0.20 0.03
F 0.11 0.03 -0.03
F -0.15 0.10 -0.16
F -0.03 -0.04 0.03
F 0.12 0.08 -0.07
F 0.08 0.65 0.08
O 0.10 -0.63 0.21
O -0.18 0.55 0.43
N 0.02 0.01 0.02
C 0.00 0.01 0.02
C -0.05 -0.07 -0.03
C 0.09 -0.15 0.01
C 0.24 0.02 -0.03
C -0.03 -0.05 -0.02
C 0.05 -0.03 0.02
C 0.01 -0.01 0.01
C 0.02 -0.02 0.00
C -0.03 -0.01 0.00
C 0.03 0.02 -0.02
C -0.02 -0.05 0.10
C 0.04 0.03 -0.03
C -0.01 -0.08 -0.02
C 0.04 0.01 0.04
C -0.10 0.06 -0.39
C 0.00 -0.11 -0.02
C -0.03 -0.04 -0.05
C -0.01 0.01 0.01
C 0.01 -0.01 0.00
C -0.02 0.00 0.00
C 0.09 -0.11 -0.05
C 0.00 -0.02 -0.02
C -0.22 0.14 -0.01
C -0.03 0.01 0.03
C -0.13 0.21 -0.13
C 0.01 0.02 -0.03
C 0.14 -0.05 0.15
C 0.04 0.29 -0.22
C 0.00 0.04 -0.04
C -0.10 0.06 0.10
C 0.00 -0.03 -0.02
C -0.02 0.09 -0.01
C 0.01 0.02 0.00
H -0.01 0.03 -0.01
H 0.00 0.01 0.00
H 0.00 0.01 -0.01
H 0.01 0.00 -0.02
H 0.02 0.02 0.01
H 0.00 0.00 0.01
H 0.02 -0.04 0.02
H 0.01 0.01 -0.01
H -0.03 -0.01 0.02
H -0.04 0.00 -0.01
H 0.00 -0.01 0.00
H 0.03 0.02 0.04
H 0.00 -0.01 0.01
H 0.00 -0.02 0.00
H 0.01 -0.01 -0.02
H 0.02 -0.02 -0.02
H 0.01 0.00 0.01
H -0.02 0.02 0.01
H 0.03 0.01 0.03
H 0.01 0.00 0.00
H -0.01 0.00 0.00
H 0.01 0.01 0.00
H 0.01 -0.01 0.00
H 0.00 0.00 0.01
H -0.04 0.02 0.00
H -0.01 0.00 0.01
H 0.01 0.02 0.01
H 0.01 0.00 0.01
H 0.00 -0.01 0.01
H -0.04 -0.05 0.07
H 0.00 -0.01 0.00
H 0.00 0.00 -0.01
H 0.01 0.00 -0.01
H -0.01 0.00 -0.01
H -0.03 0.01 0.01

## Properties
Net charge: +1
Energy (Ha): -6474.77688
F_max (eV Å⁻¹): 1.23
E_HOMO (eV): -10.8

***

3.
The following is a quantum chemistry calculation of one molecule with the formula C7H7N3O, from the Open Molecules 2025 dataset.

Each line ends with the Löwdin charge.
Positions of all 18 atoms, in Å:
O (-3.301170, -1.187446, 1.271685)  -0.045
N (-2.201592, -1.069418, 0.790334)  -0.287
N (2.328773, -0.165358, 0.455270)  0.093
N (0.221704, -0.146731, -0.282386)  0.005
C (1.514206, -0.829493, 1.388472)  -0.089
C (0.196261, -0.764172, 0.948045)  -0.194
C (-2.140805, -0.177717, -0.318745)  0.018
C (1.766572, 1.501593, -1.444233)  -0.001
C (1.518867, 0.318630, -0.471491)  -0.304
C (-1.096992, -1.152975, 1.545877)  0.073
C (-0.964289, 0.165531, -0.929010)  0.004
H (-0.912003, 0.781608, -1.815042)  0.116
H (-3.068442, 0.060335, -0.833541)  0.129
H (-1.215906, -1.563975, 2.546485)  0.141
H (2.408595, 1.257534, -2.295915)  0.072
H (2.258233, 2.375840, -1.034309)  0.074
H (0.847657, 1.817791, -1.964328)  0.057
H (1.840330, -1.221578, 2.442829)  0.139

Force components x, y, z for each atom (eV/Å):
O -4.30 -1.82 1.31
N 3.55 3.70 0.70
N -1.24 0.37 0.70
N 0.19 1.03 -0.08
C 0.01 0.00 0.86
C -0.50 -1.44 1.54
C 1.69 -0.45 -2.90
C -0.01 -1.29 -0.89
C 0.26 0.64 -0.43
C 1.60 -0.45 -1.74
C -0.97 -0.15 1.63
H -0.12 -0.11 0.10
H 0.02 -0.27 0.63
H 0.09 0.09 -0.40
H 0.14 -0.49 0.20
H -0.21 -0.07 0.74
H 0.17 -0.06 0.64
H -0.36 0.77 -2.61

## Properties
Energy (Ha): -510.33080
F_max (eV Å⁻¹): 5.17
E_HOMO (eV): -7.7
SMILES string: Cc1ncc2c[n+]([O-])ccn12

***

4.
The following is a quantum chemistry calculation of C5H12O as an isolated structure, from the Open Molecules 2025 dataset.

Each line ends with the Löwdin charge.
Positions of all 18 atoms, in Å:
O (1.190626, -1.330260, -1.346468)  -0.192
C (-0.522387, 0.182091, -0.308383)  -0.495
C (-1.362282, 1.335092, -0.817133)  -0.130
C (0.665006, -1.071689, 1.603352)  -0.213
C (-0.545940, 0.050030, 1.295244)  -0.278
C (0.908164, 0.170203, -0.931295)  -0.186
H (-0.812009, 2.296198, -0.786810)  0.075
H (-1.815315, -0.444001, 1.555167)  0.182
H (0.803749, 0.946433, -1.939871)  0.155
H (1.987048, -1.344063, -1.919767)  0.072
H (1.901309, 0.517761, -0.250378)  0.136
H (-0.999064, -0.739098, -0.763507)  0.136
H (0.634743, -2.239027, 0.599639)  0.184
H (0.156633, -1.594194, 2.777686)  0.112
H (-0.316768, 1.153392, 1.833035)  0.140
H (-2.228428, 1.465630, -0.168911)  0.065
H (1.950200, -0.501390, 1.496123)  0.134
H (-1.595284, 1.146893, -1.927723)  0.103

Force components x, y, z for each atom (eV/Å):
O 0.07 3.08 -0.08
C 0.26 -0.87 0.80
C 0.52 0.59 -1.37
C -1.12 -1.67 0.75
C -0.31 -0.88 -0.94
C 1.73 0.26 -1.70
H -0.14 -0.38 0.08
H 4.28 1.71 -0.37
H 0.77 -2.50 2.62
H -0.67 0.24 0.53
H -3.09 -0.72 -1.83
H 0.65 0.69 0.89
H 0.03 3.93 3.25
H 2.67 1.55 -3.50
H -0.80 -3.19 -1.30
H -0.32 -0.12 -0.45
H -4.40 -2.13 0.90
H -0.13 0.41 1.72

## Properties
Energy (Ha): -272.68027
F_max (eV Å⁻¹): 5.10
E_HOMO (eV): -9.8

***

5.
The following is a quantum chemistry calculation of C11H14FN as an isolated structure, from the Open Molecules 2025 dataset.

Each line ends with the Mulliken spin population.
Positions of all 27 atoms, in Å:
F (-2.604429, -2.155121, 0.075625)  0.001
N (-1.493434, -1.264427, 0.566734)  0.006
C (-0.969284, -0.600973, -1.860583)  0.014
C (-1.788512, 0.167536, 0.547661)  -0.003
C (-1.266198, 0.865864, 1.762667)  0.006
C (2.990490, -1.337270, 0.319616)  0.177
C (1.659759, 0.945056, -0.429144)  0.361
C (3.666899, -0.207600, 0.152209)  0.092
C (-0.875613, -0.419068, -0.396315)  -0.003
C (3.096356, 0.956342, -0.419738)  0.690
C (1.619393, -1.431318, 0.149580)  0.499
C (1.074405, -0.246929, -0.158690)  0.075
C (-3.074780, 0.913132, -0.008007)  0.000
H (3.526400, -2.202450, 0.730711)  0.014
H (-1.911021, -0.564879, -2.157087)  0.001
H (4.651898, -0.119625, 0.537047)  0.004
H (-3.706582, 0.273735, -0.569372)  0.000
H (-2.601328, 1.791523, -0.560259)  0.000
H (-0.478493, -1.520092, -2.249021)  -0.002
H (-1.985584, 0.863122, 2.608942)  0.000
H (1.107148, 1.772388, -0.740424)  0.014
H (3.690898, 1.778587, -0.582376)  0.028
H (-0.964877, 1.885354, 1.502423)  0.001
H (0.968751, -2.199364, 0.425977)  0.032
H (-3.557594, 1.373087, 0.867717)  0.000
H (-0.330300, 0.281561, -2.331299)  -0.004
H (-0.444379, 0.401836, 2.215405)  -0.001

Force components x, y, z for each atom (eV/Å):
F 1.31 1.53 -0.12
N -0.99 -1.70 0.83
C 5.13 1.59 -0.29
C -1.78 1.75 -0.07
C -1.05 0.75 0.72
C 4.09 -1.93 1.40
C -1.92 -1.81 0.27
C 0.84 -0.61 0.40
C 5.37 -0.36 -0.59
C 0.37 -0.67 0.34
C -1.01 -0.84 -0.40
C -6.68 3.32 -1.42
C 2.75 0.87 1.24
H -0.14 0.38 -0.02
H -4.30 0.18 -1.75
H 0.94 -0.25 -0.02
H -0.61 -0.26 -0.67
H -1.02 -1.21 0.18
H -0.35 0.43 0.65
H -0.11 0.31 -0.77
H -0.91 1.22 -0.35
H 0.99 1.82 -0.55
H -0.21 -0.01 0.13
H -0.45 -1.44 0.46
H -0.25 -0.45 -0.43
H -1.60 -1.70 0.73
H 1.57 -0.89 0.11

## Properties
2S+1: 3
Energy (Ha): -581.81296
F_max (eV Å⁻¹): 7.59
E_HOMO (alpha / beta) (eV): -5.2 / -9.1

***

6.
The following is a quantum chemistry calculation of one molecule with the formula C5H7NO2, from the Open Molecules 2025 dataset.

Each line ends with the Löwdin charge.
Positions of all 15 atoms, in Å:
O (-2.232863, 0.565483, -0.035360)  0.107
O (-0.043526, -0.243969, 1.270254)  -0.094
N (-0.455058, -1.012416, 0.325535)  -0.092
C (0.820319, 1.268981, -0.580487)  -0.114
C (-1.426147, -0.105855, -0.557903)  -0.263
C (0.915509, 0.623718, 0.769027)  -0.257
C (0.744823, -1.260868, -0.533359)  -0.093
C (1.660867, 0.024290, -0.423551)  -0.140
H (0.297586, -1.284540, -1.644160)  0.156
H (2.546976, -0.389963, -0.626510)  0.085
H (1.209795, -2.095775, -0.144136)  0.087
H (-1.570284, -0.389800, -1.565292)  0.107
H (1.094253, 1.429146, 1.637155)  0.200
H (0.008192, 1.752198, -1.417464)  0.185
H (1.517780, 2.191931, -0.439853)  0.127

Force components x, y, z for each atom (eV/Å):
O -0.57 1.48 0.89
O 1.17 2.24 4.38
N -2.00 -0.23 -6.40
C 0.95 3.83 -2.38
C 0.15 -2.82 2.53
C 0.21 3.01 2.28
C -2.72 2.74 -2.88
C -5.86 -0.80 1.40
H 1.42 -0.85 2.33
H 4.17 0.17 -0.60
H 1.21 -1.94 0.14
H 0.64 -0.63 -1.73
H 0.49 -2.38 -1.95
H 1.90 -2.33 2.39
H -1.17 -1.50 -0.39

## Properties
Energy (Ha): -399.73588
F_max (eV Å⁻¹): 6.71
E_HOMO (eV): -9.2
SMILES string: O=CN1C[C@H]2C[C@H]2O1